93
Properties=species:S:1:pos:R:3:forces:R:3:lowdin_charge:R:1 method="wB97M-V/def2-TZVPD" homo_lumo_gap_ha="0.295 / 0.313" total_energy_ha=-3034.889373 total_charge=+3 homo_ev="-15.8 / -15.8" fmax_ha_per_bohr=0.054 e_above_lowest_kj_mol=0.0 spin_multiplicity=3
Pr 0.171050 -0.419004 -0.346112 0.1 0.1 -0.8 0.845
N 2.453596 -0.043172 -1.811351 0.9 -0.1 1.5 -0.009
C 3.124253 1.205575 -2.160312 -0.2 -0.1 0.2 -0.308
C 4.469491 1.264527 -2.430305 1.0 -1.5 0.2 -0.012
C 5.037924 2.453016 -2.858207 0.4 -0.4 0.1 -0.052
C 4.250131 3.524635 -3.139954 -1.4 1.2 -0.9 -0.042
C 2.868520 3.485293 -2.872630 1.1 0.4 0.1 -0.041
C 2.352415 2.356103 -2.262665 -1.4 0.3 0.0 -0.297
P 0.648819 2.289552 -1.559888 0.7 -0.4 0.4 1.091
C 0.918773 2.523049 0.265783 -0.8 0.2 -1.5 -0.391
C -0.170369 2.180007 1.070084 -0.4 -0.2 -0.6 -0.184
C -0.083284 2.271207 2.412769 1.1 0.1 2.5 -0.047
C 1.145935 2.682822 2.989375 -0.5 -0.3 -0.4 -0.039
C 2.216630 3.077023 2.219383 -0.7 0.2 -1.4 -0.018
C 2.050107 3.048541 0.818516 1.0 0.1 0.6 -0.053
C -0.308459 3.660607 -2.158973 0.8 0.9 1.2 -0.394
C -1.365272 3.352274 -2.937792 -1.3 -0.7 -1.8 -0.124
C -2.145940 4.308476 -3.577742 -0.4 0.3 -0.1 -0.052
C -1.844429 5.639337 -3.380248 -0.3 0.8 0.6 -0.036
C -0.832204 5.979580 -2.466976 -0.1 0.0 0.1 -0.044
C -0.076885 5.007174 -1.838610 0.3 -0.1 -0.2 -0.069
H 3.139994 -0.686356 -1.377163 -0.4 0.4 -0.5 0.094
H 2.190449 -0.499810 -2.656011 -0.2 -0.5 -1.0 0.075
H 5.115375 0.346225 -2.342817 -0.8 1.0 -0.1 0.146
H 6.092777 2.514610 -3.017936 0.5 -0.1 -0.2 0.121
H 4.622322 4.407199 -3.672248 0.1 -0.4 0.5 0.133
H 2.287796 4.372041 -3.121687 -0.1 -0.3 0.3 0.117
H -1.135077 1.915814 0.666790 -0.3 -0.2 -0.5 0.106
H -0.889209 1.992342 3.104511 0.2 0.2 -0.6 0.132
H 1.267315 2.699618 4.044211 -0.2 0.1 0.8 0.107
H 3.121291 3.476214 2.630838 0.3 0.1 0.3 0.120
H 2.785614 3.451020 0.135165 0.4 -0.1 0.2 0.120
H -1.559010 2.323987 -3.169506 -0.2 -0.5 0.0 0.076
H -3.002715 4.023344 -4.190520 0.4 0.0 0.1 0.120
H -2.441379 6.471381 -3.801788 0.4 -0.8 0.1 0.134
H -0.680088 7.021112 -2.224701 0.1 0.1 0.0 0.119
H 0.703392 5.248419 -1.123890 -0.1 0.2 -0.1 0.116
C -5.139659 -0.293392 1.046487 0.5 1.7 -1.0 0.020
N -4.559981 -0.458543 -0.299067 0.3 -0.2 1.1 -0.063
C -5.378686 -0.580410 -1.474477 -0.5 -0.2 -1.0 -0.087
C -4.442500 -0.002475 -2.564262 0.2 -0.1 -0.2 -0.045
N -3.081215 -0.050785 -1.930415 -1.1 -0.5 -0.1 -0.054
C -1.931051 -0.580218 -2.621684 0.8 0.1 0.0 -0.073
C -3.275653 -0.391608 -0.627316 1.7 -0.5 0.5 -0.343
N -2.195424 -0.706070 0.110266 -1.0 0.4 -0.4 -0.051
C -2.417899 -1.387216 1.371540 0.3 -0.3 1.1 -0.217
C -1.135738 -2.045200 1.841383 -0.4 -0.6 0.2 -0.222
N -0.003616 -1.152375 1.828360 1.0 0.6 1.3 -0.093
C 0.804537 -1.026558 2.877168 1.3 -0.6 0.4 -0.312
N 2.117628 -0.669580 2.712901 -0.1 0.1 -1.9 -0.054
C 2.708486 -0.643539 1.356800 -0.2 0.4 1.1 -0.029
C 2.907079 -0.841514 3.914430 0.1 -1.2 0.8 -0.082
C 1.798438 -1.006440 4.972776 0.6 0.7 0.0 -0.089
N 0.635747 -1.317214 4.179713 -1.2 -0.3 -0.9 -0.078
C -0.630688 -1.353581 4.880235 0.1 -0.6 0.5 -0.003
H -5.095270 -1.156088 1.660829 0.1 -0.8 0.5 0.077
H -6.162037 -0.019552 0.854828 -0.5 0.0 0.2 0.097
H -4.666178 0.593639 1.517169 -0.2 -0.7 0.0 0.118
H -6.280955 0.006904 -1.386071 -0.2 0.3 0.0 0.128
H -5.727338 -1.630713 -1.623591 0.5 0.6 -0.1 0.149
H -4.682131 1.034988 -2.811060 -0.1 -0.2 0.1 0.129
H -4.454343 -0.588006 -3.485005 0.0 0.0 0.1 0.130
H -2.131339 -0.687387 -3.683602 -0.1 0.0 -0.1 0.119
H -1.628235 -1.568705 -2.222084 -0.2 0.2 -0.2 0.069
H -1.046251 0.116966 -2.574775 -0.7 -0.3 -0.1 0.033
H -3.126873 -2.214251 1.385475 -0.4 0.1 -0.7 0.135
H -2.743778 -0.729180 2.181746 0.0 0.3 -0.1 0.115
H -0.876548 -2.863538 1.168929 -0.2 -0.3 -0.3 0.110
H -1.330327 -2.536343 2.799019 0.2 0.2 -0.1 0.126
H 2.442621 0.303180 0.885253 0.0 0.2 -0.2 0.054
H 2.420704 -1.492799 0.722448 -0.1 -0.2 0.3 0.041
H 3.797648 -0.628511 1.411623 -0.1 -0.1 0.2 0.129
H 3.522729 0.007879 4.177714 0.2 0.2 -0.3 0.128
H 3.551563 -1.745798 3.852116 -0.3 0.5 -0.1 0.143
H 1.650326 -0.027029 5.437181 -0.1 -0.1 0.2 0.131
H 1.957448 -1.734691 5.771115 0.2 0.0 -0.3 0.147
H -0.529613 -0.608368 5.660200 -0.4 0.0 0.5 0.100
H -0.778199 -2.372481 5.317115 -0.2 0.9 -0.3 0.127
H -1.462584 -1.046416 4.254243 0.0 -0.2 -0.1 0.082
C -0.670955 -6.493392 -1.313855 0.5 -0.8 0.4 -0.036
N -0.377790 -5.093320 -1.485864 -0.5 -0.3 -0.6 -0.033
C 0.636511 -4.458709 -0.940068 0.4 0.7 1.1 -0.750
S 1.056762 -2.918633 -1.584561 0.3 0.5 0.1 0.708
N 1.250039 -5.008770 0.113671 0.0 -0.2 -0.8 0.009
C 2.388521 -4.520132 0.907114 -0.7 0.0 -0.4 -0.026
H -1.351451 -6.873729 -2.068078 0.0 0.3 -0.2 0.108
H -1.135187 -6.689641 -0.352013 0.0 -0.1 0.2 0.099
H 0.276476 -7.038843 -1.409607 -0.3 -0.2 0.1 0.113
H -0.815738 -4.655376 -2.267951 0.0 0.4 -0.3 0.125
H 0.872764 -5.909773 0.344863 0.2 -0.3 0.4 0.126
H 2.040397 -3.654693 1.435765 0.0 0.5 0.6 0.055
H 3.240105 -4.216405 0.317865 0.1 -0.2 -0.5 0.092
H 2.689014 -5.299308 1.599651 -0.1 0.0 0.0 0.107